## one
This record from the OMol25 dataset describes a gas-phase ion, C17H35N4O10 (charge +1). The level of theory is ωB97M-V/def2-TZVPD.

Last column: Mulliken charge in e.
Atoms and positions in Å:
N: -1.2942 -2.3307 -3.0383  -0.523
H: -2.3059 -2.2443 -3.0862  0.264
H: -0.9889 -2.7260 -3.9231  0.255
C: -0.9488 -3.2527 -1.9535  -1.417
C: -1.3440 -2.6696 -0.5902  1.288
C: -2.1213 -3.6892 0.2495  -0.270
O: -3.3210 -3.9597 -0.4245  -0.583
H: -3.8769 -4.4678 0.1812  0.471
C: -2.3832 -3.1198 1.6481  -0.136
O: -3.0568 -4.0973 2.3931  -0.580
H: -2.9566 -3.8721 3.3274  0.449
C: -1.0489 -2.7330 2.2971  -0.341
N: -1.3135 -2.2218 3.6221  -0.721
H: -0.4576 -2.0962 4.1490  0.294
H: -1.7866 -1.3262 3.5610  0.292
C: -0.3172 -1.7472 1.3588  -0.243
O: -0.1509 -2.2484 0.0645  -0.370
O: -1.0544 -0.5417 1.3699  -0.390
C: -0.4745 0.5070 0.6046  1.888
H: 0.0710 0.0470 -0.2244  -0.705
C: 0.5803 1.2722 1.4507  -0.214
H: 0.7154 0.6614 2.3542  0.617
C: 0.1877 2.6806 1.9686  -0.660
O: -0.3284 2.5850 3.2756  -0.574
H: 0.3611 2.3121 3.8908  0.481
C: -0.9156 3.4178 1.1891  -0.365
N: -0.4522 3.9852 -0.0835  -0.474
H: 0.4644 4.4079 0.0125  0.224
H: -1.0888 4.7223 -0.3728  0.300
C: -2.0786 2.4555 0.9397  -1.658
H: -2.3917 2.0544 1.9029  0.522
C: -1.6524 1.3104 0.0306  -0.977
N: -1.2997 1.8514 -1.3014  0.407
H: -2.1324 2.1366 -1.8152  0.489
H: -0.7024 2.7212 -1.0784  0.723
H: -0.7494 1.1500 -1.8906  0.171
H: -2.4778 0.5977 -0.0720  0.293
H: -2.9208 2.9899 0.4980  0.587
H: -1.2599 4.2024 1.8781  0.492
H: 1.1015 3.2945 1.9743  0.409
O: 1.8758 1.1962 0.8649  -0.499
C: 2.2198 2.0437 -0.1956  -0.005
O: 1.4135 1.8749 -1.3246  -0.212
C: 2.0462 1.0619 -2.3142  0.271
C: 1.2970 -0.2586 -2.5120  -0.909
H: 1.7601 -0.7887 -3.3510  0.451
O: -0.0613 0.0156 -2.7941  -0.786
H: -0.5488 -0.8648 -2.8924  0.403
H: 1.3847 -0.8806 -1.6114  0.212
H: 2.0069 1.6298 -3.2520  0.342
C: 3.5119 0.8429 -1.8739  -0.445
O: 4.4386 1.1592 -2.8595  -0.657
H: 4.4123 2.1139 -3.0217  0.410
H: 3.6811 -0.2074 -1.6252  0.520
C: 3.6641 1.7267 -0.6017  -0.248
O: 4.3158 2.9332 -0.8877  -0.668
H: 5.2545 2.7552 -1.0300  0.390
H: 4.1577 1.1844 0.2108  0.354
H: 2.1481 3.0992 0.1002  0.249
H: 0.7112 -1.5688 1.7121  0.602
H: -0.4322 -3.6342 2.3875  0.538
H: -3.0079 -2.2146 1.5581  -0.027
H: -1.5226 -4.6073 0.3611  0.263
H: -2.0051 -1.8031 -0.7423  -0.115
H: -1.4400 -4.2236 -2.0725  0.494
H: 0.1327 -3.4023 -1.9554  0.356

Results
Net charge ... +1
Frontier orbital gap ... 9.9173 eV
2S+1 ... 1


## two
This record from the OMol25 dataset describes a gas-phase ion, C17H35N4O10 (charge +1). The level of theory is ωB97M-V/def2-TZVPD.

Last column: Mulliken charge in e.
Atoms and positions in Å:
N: 1.5444 2.8568 1.3657  -0.637
H: 1.3232 2.1602 2.0683  0.214
H: 2.0715 3.5993 1.8134  0.335
C: 2.3311 2.2609 0.3128  -0.455
C: 3.7474 1.8210 0.7540  -0.211
O: 4.5286 2.9062 1.1826  -0.611
H: 4.5473 3.5857 0.4967  0.440
C: 4.4595 1.0385 -0.3680  -0.143
O: 5.6678 0.4915 0.0866  -0.578
H: 6.1090 1.1601 0.6295  0.410
C: 3.5328 -0.1024 -0.7878  0.779
C: 4.1052 -1.0336 -1.8488  -1.233
N: 3.0776 -2.0412 -2.1625  -0.535
H: 2.3385 -1.5670 -2.6772  0.269
H: 2.3416 -2.6179 -0.9162  0.141
H: 3.4705 -2.7511 -2.7743  0.275
H: 4.9910 -1.5208 -1.4420  0.407
H: 4.3918 -0.4533 -2.7300  0.407
H: 3.3346 -0.6937 0.1165  -0.052
O: 2.3091 0.4241 -1.2862  -0.507
C: 1.5692 1.0687 -0.2875  -0.032
O: 1.2618 0.1535 0.7460  -0.412
C: 0.5668 -1.0048 0.3122  -0.396
H: 0.6442 -1.0753 -0.7794  0.459
C: 1.2263 -2.2371 0.9648  -0.804
N: 1.7992 -3.1222 -0.0845  0.059
H: 2.4434 -3.7892 0.3408  0.455
H: 0.9279 -3.6682 -0.4277  0.728
H: 2.0263 -1.8678 1.6138  0.545
C: 0.2310 -3.0568 1.7831  -1.624
C: -0.9854 -3.4285 0.9302  0.079
N: -0.5323 -4.2772 -0.1890  -0.557
H: -1.2348 -4.2997 -0.9217  0.214
H: -0.4192 -5.2338 0.1363  0.305
C: -1.7136 -2.1686 0.4149  0.287
O: -2.9606 -2.1107 1.0532  -0.829
H: -3.2400 -1.1737 1.1205  0.413
C: -0.9278 -0.8608 0.6365  -0.388
H: -1.0444 -0.5262 1.6740  0.584
O: -1.4355 0.1255 -0.2508  -0.442
C: -2.2555 1.1151 0.3110  0.399
C: -2.5860 2.1394 -0.8062  -0.527
O: -1.9277 3.3461 -0.6759  -0.574
H: -2.4223 3.8912 -0.0451  0.351
H: -2.2757 1.7001 -1.7593  0.417
C: -4.1265 2.2433 -0.7273  0.044
O: -4.4090 3.2950 0.1595  -0.649
H: -5.3605 3.4287 0.2204  0.373
H: -4.5731 2.4247 -1.7112  0.461
C: -4.5185 0.8728 -0.1577  0.172
C: -4.6507 -0.2084 -1.2463  -0.563
H: -5.3210 0.1588 -2.0271  0.407
H: -3.6602 -0.3886 -1.6885  0.174
O: -5.2274 -1.3926 -0.7801  -0.600
H: -4.6572 -1.8070 -0.1148  0.453
H: -5.4396 0.9097 0.4321  0.413
O: -3.4694 0.5755 0.7716  -0.717
H: -1.7493 1.5917 1.1625  0.318
H: -1.8592 -2.2578 -0.6766  0.203
H: -1.7189 -3.9524 1.5568  0.398
H: -0.0988 -2.4848 2.6481  0.541
H: 0.7142 -3.9634 2.1524  0.573
H: 0.6512 1.4236 -0.7716  0.417
H: 4.6324 1.7066 -1.2289  0.499
H: 3.6664 1.1679 1.6320  0.159
H: 2.4376 3.0037 -0.4899  0.503

Results
Net charge ... +1
Frontier orbital gap ... 9.4140 eV
2S+1 ... 1


one is preferred energetically. Next in line: 0.0055 hartree higher.


## one
This record from the OMol25 dataset describes 2 unconnected molecules or ions with the total composition C6H9FS. The level of theory is ωB97M-V/def2-TZVPD.

Last column: Mulliken charge in e.
Atoms and positions in Å:
C: 1.4021 1.5335 -0.0321  -0.560
C: 2.1689 0.2687 -0.2932  -0.080
C: 1.6636 -0.9017 -0.4031  -0.449
C: 0.0672 -1.2987 -0.4201  -0.337
C: -0.8879 -0.8616 0.3036  0.198
C: -2.4684 -0.9581 0.3017  -0.448
H: 0.3408 1.6351 -0.3415  -0.070
H: 2.0349 2.5261 -0.2052  0.293
H: 1.2110 1.5425 1.2113  0.180
H: 3.2340 0.3236 -0.3553  0.343
H: 2.2636 -1.6948 -0.2066  0.366
H: -0.2923 -1.8729 -1.2603  0.274
H: -2.8675 -1.2462 1.3914  0.307
H: -2.7234 -1.9955 -0.3186  0.322
H: -1.6323 2.0937 -0.1974  0.129
F: -0.4080 0.1675 1.2607  -0.260
S: -3.1065 0.7387 -0.4351  -0.209

Results
Frontier orbital gap ... 8.1561 eV
2S+1 ... 1


## two
This record from the OMol25 dataset describes 2 unconnected molecules or ions with the total composition C6H9FS. The level of theory is ωB97M-V/def2-TZVPD.

Last column: Mulliken charge in e.
Atoms and positions in Å:
C: 2.7120 -1.0850 -1.7992  -0.118
C: 1.6394 -0.7481 -2.4975  -0.487
C: -0.6408 0.8874 1.2106  -1.127
C: 1.4967 -1.3549 -1.0496  -0.369
C: -0.5032 -0.2133 0.1915  -0.112
C: 1.0113 -0.2992 -0.0453  -0.751
F: 5.0750 0.1060 -0.1150  -0.221
S: 5.1911 -1.5417 -0.2324  0.071
H: -0.0676 1.7446 0.9629  0.342
H: -0.1681 0.3949 2.1356  0.259
H: -1.6832 1.2431 1.4799  0.308
H: 1.3881 -2.4153 -0.9022  0.436
H: 0.9195 -0.6291 -3.2604  0.387
H: -1.1363 -0.0492 -0.7791  0.263
H: -0.8934 -1.1563 0.5830  0.255
H: 1.4802 0.5581 -0.4077  0.445
H: 1.6142 -0.3813 0.8955  0.418

Results
Frontier orbital gap (alpha / beta) ... 5.7472 / 5.7463 eV
2S+1 ... 1


one is preferred energetically. Next in line: 0.0649 hartree higher.


## one
This record from the OMol25 dataset describes C3H3FS2 in the gas phase. The level of theory is ωB97M-V/def2-TZVPD.

Last column: Mulliken charge in e.
Atoms and positions in Å:
C: 0.7163 -1.0263 -1.4630  -0.106
C: 0.5387 -0.3434 -0.3313  -0.234
C: -1.0222 1.0867 1.3980  -0.221
H: -0.0112 -1.7217 -1.8466  0.318
H: 1.3516 0.1867 0.1514  0.346
H: -0.2729 1.8214 1.1622  0.318
F: 1.8478 -0.9613 -2.1307  -0.217
S: -1.0246 -0.4077 0.4801  0.002
S: -2.1235 1.3655 2.5799  -0.206

Results
Frontier orbital gap ... 8.3591 eV
2S+1 ... 1


## two
This record from the OMol25 dataset describes C3H3FS2 in the gas phase. The level of theory is ωB97M-V/def2-TZVPD.

Last column: Mulliken charge in e.
Atoms and positions in Å:
C: 0.6462 0.4814 0.3121  -0.229
C: 0.2650 1.6576 -0.0340  0.190
C: 0.2394 -0.9236 -0.2027  -0.507
F: 0.2338 2.9340 -0.1553  -0.190
S: -2.6862 -0.3667 -0.3358  -0.180
S: -1.3642 -1.5215 0.4306  0.056
H: 1.4228 0.3056 1.1130  0.211
H: 0.2632 -0.9864 -1.3381  0.327
H: 0.9801 -1.5804 0.2103  0.321

Results
Frontier orbital gap (alpha / beta) ... 6.5031 / 8.6445 eV
2S+1 ... 1


one is preferred energetically. Next in line: 0.1023 hartree higher.


## one
This record from the OMol25 dataset describes a gas-phase ion, C3H11N4 (charge +1). The level of theory is ωB97M-V/def2-TZVPD.

Last column: Mulliken charge in e.
Atoms and positions in Å:
C: -1.1781 0.0339 -0.0649  0.820
C: -2.4119 0.8565 0.3978  -1.272
C: 1.2728 -0.2127 -0.3275  -0.312
N: -1.4888 -1.1745 -0.5803  -0.365
N: 1.4127 -1.1846 0.6138  -0.514
N: 2.4038 0.9845 -0.2958  -0.636
N: 0.0462 0.5288 -0.0989  -0.194
H: -2.5198 1.8226 -0.1496  0.331
H: -3.2415 0.2478 0.5182  0.432
H: -2.1745 1.3245 1.3406  0.354
H: 1.4427 -0.6090 -1.2783  0.477
H: -2.5082 -1.2814 -0.8027  0.264
H: -0.9996 -1.7652 -1.1625  0.220
H: 1.2992 -0.9666 1.6580  0.233
H: 2.2635 -1.8284 0.4664  0.267
H: 3.0652 0.9028 0.5164  0.234
H: 2.9205 0.9167 -1.1709  0.268
H: 0.3959 1.4044 0.4200  0.392

Results
Net charge ... +1
Frontier orbital gap ... 9.7324 eV
2S+1 ... 1


## two
This record from the OMol25 dataset describes 2 unconnected molecules or ions with the total composition C3H11N4. The level of theory is ωB97M-V/def2-TZVPD.

Last column: Mulliken charge in e.
Atoms and positions in Å:
C: -0.5335 -0.7208 -0.2693  0.414
C: 2.6733 1.4972 0.8655  -0.917
C: -1.9565 -0.2874 -2.1393  -0.878
N: 0.4631 -0.9010 0.3136  -0.548
N: 1.9546 0.6341 1.8023  -0.346
N: -1.7581 -0.7513 -0.7293  0.254
N: -2.8284 -1.4088 -0.1844  -0.624
H: 3.4538 0.9840 0.3816  0.368
H: 2.2170 1.8002 -0.0285  0.301
H: 3.0553 2.2738 1.3742  0.425
H: -1.2451 0.3758 -2.6338  0.344
H: -2.0464 -1.0290 -2.8265  0.359
H: -2.9408 0.2007 -1.9456  0.332
H: 1.5529 1.0391 2.6395  0.351
H: 2.5487 -0.0537 2.2431  0.348
H: -3.1245 -2.1432 -0.7649  0.235
H: 1.1260 0.1006 1.1364  0.338
H: -2.6114 -1.6104 0.7655  0.245

Results
Net charge ... +1
Frontier orbital gap ... 9.8146 eV
2S+1 ... 1


## three
This record from the OMol25 dataset describes 2 unconnected molecules or ions with the total composition C3H11N4. The level of theory is ωB97M-V/def2-TZVPD.

Last column: Mulliken charge in e.
Atoms and positions in Å:
C: -1.1579 0.3257 -0.2942  0.812
C: -1.8727 -0.0133 -1.5124  -1.350
C: 1.1381 -0.1251 0.2013  0.365
N: -1.4272 1.1845 0.5632  -0.577
N: 1.1888 1.0642 0.9516  -0.234
N: 2.3029 -0.7000 -0.2201  -0.397
N: -0.0598 -0.4982 -0.1964  -0.047
H: -1.1870 0.2668 -2.4796  0.300
H: -1.9299 -1.1025 -1.6878  0.393
H: -2.8439 0.4840 -1.6046  0.353
H: 0.6046 -0.9002 2.1933  -0.120
H: -2.3148 1.6826 0.6509  0.247
H: 0.0449 -1.1432 2.5641  0.194
H: 2.0212 1.4011 1.2615  0.099
H: 0.2225 1.4068 1.0139  0.335
H: 2.3864 -1.3622 -0.9477  0.210
H: 3.1570 -0.6647 0.3293  0.239
H: -0.2732 -1.3062 -0.7862  0.179

Results
Net charge ... +1
Frontier orbital gap ... 11.3033 eV
2S+1 ... 1


one is preferred energetically. Next in line: 0.0234 hartree higher.


## one
This record from the OMol25 dataset describes 2 unconnected molecules or ions with the total composition C3H11N4. The level of theory is ωB97M-V/def2-TZVPD.

Last column: Mulliken charge in e.
Atoms and positions in Å:
C: -1.8897 0.0599 0.6292  -0.027
C: 1.4789 -1.5670 -0.5895  -0.792
C: 0.8460 1.8687 -0.4615  -0.654
N: -0.8521 0.4286 -0.1207  -0.558
N: -2.9601 -0.5580 0.0613  -0.301
N: 1.5044 -0.7664 0.5883  -0.332
N: 0.2491 0.8888 0.4063  0.156
H: -1.8288 0.0662 1.7015  0.338
H: 0.5007 -1.9500 -0.8240  0.299
H: 1.9782 -1.1167 -1.3453  0.362
H: 2.0171 -2.4447 -0.1773  0.363
H: 0.2370 2.7307 -0.2883  0.363
H: 1.8153 2.0019 -0.1250  0.349
H: 1.0263 1.3452 -1.4593  0.233
H: -3.7802 -0.6515 0.6625  0.267
H: -3.1076 -0.6118 -0.9425  0.266
H: 2.5241 -0.4941 0.8136  0.273
H: 0.2412 0.7701 1.4707  0.395

Results
Net charge ... +1
Frontier orbital gap (alpha / beta) ... 8.5292 / 8.1051 eV
2S+1 ... 1


## two
This record from the OMol25 dataset describes 2 unconnected molecules or ions with the total composition C3H11N4. The level of theory is ωB97M-V/def2-TZVPD.

Last column: Mulliken charge in e.
Atoms and positions in Å:
N: 0.5930 -2.3427 1.5907  -0.366
C: 0.4985 -1.9219 0.3505  0.279
N: -0.2222 -2.5287 -0.5576  -0.302
H: -0.1188 -2.9313 2.0006  0.233
H: 1.1254 -1.7822 2.2392  0.270
H: 1.0344 -1.0307 0.0543  0.374
H: -0.2239 -2.1517 -1.4941  0.264
H: -0.8388 -3.2990 -0.3359  0.233
C: -0.1679 1.9302 0.2724  -0.243
C: -0.1999 1.6211 -1.0086  -0.208
N: -0.6164 2.5504 -2.0021  -0.561
N: 0.2380 0.9643 1.2648  -0.493
H: -0.4326 2.9297 0.6017  0.335
H: 0.1261 0.6215 -1.3082  0.106
H: -1.5565 2.3150 -2.3133  0.254
H: -0.0209 2.5023 -2.8201  0.282
H: -0.4743 0.9489 1.9899  0.268
H: 1.0709 1.3191 1.7327  0.274

Results
Net charge ... +1
Frontier orbital gap ... 8.8957 eV
2S+1 ... 1


two is preferred energetically. Next in line: 0.1546 hartree higher.